No. 1
{
  "formula": "C3H12NO2",
  "method": "ωB97M-V/def2-TZVPD",
  "charge": 1,
  "homo_lumo_gap_ev": 8.91,
  "energy_ha": -326.4636,
  "fmax_ev_per_a": 1.97,
  "e_lumo_ev": -4.64,
  "e_above_lowest_kcal_mol": 31.1,
  "species": ["C", "C", "C", "N", "H", "H", "H", "H", "H", "H", "H", "H", "H", "H", "O", "H", "H", "O"],
  "xyz": [[-0.77, -1.78, -0.10], [-1.26, -0.95, -1.28], [0.31, 0.68, -2.35], [-0.55, 0.32, -1.49], [-1.19, -1.41, 0.83], [0.30, -1.97, -0.16], [-1.28, -2.74, -0.24], [-2.32, -0.72, -1.29], [-1.14, -1.50, -2.22], [0.60, 1.72, -2.45], [0.70, -0.06, -3.04], [-0.85, 1.09, -0.84], [4.24, 0.06, 3.39], [3.66, 0.63, 4.64], [4.45, 0.19, 4.32], [-1.36, 2.88, 0.76], [-1.90, 1.54, 1.16], [-1.63, 2.04, 0.38]],
  "lowdin_charge": [-0.0468, -0.1876, 0.1799, 0.0306, 0.0799, 0.0887, 0.0941, 0.1400, 0.1295, 0.1267, 0.1259, 0.1085, 0.0256, 0.0255, -0.0511, 0.0827, 0.0753, -0.0272]
}

***

No. 2
{
  "formula": "C3H12NO2",
  "method": "ωB97M-V/def2-TZVPD",
  "charge": 1,
  "homo_lumo_gap_ev": 11.05,
  "energy_ha": -326.4604,
  "fmax_ev_per_a": 1.51,
  "e_lumo_ev": -3.12,
  "e_above_lowest_kcal_mol": 33.1,
  "species": ["C", "C", "C", "N", "H", "H", "H", "H", "H", "H", "H", "H", "H", "H", "O", "H", "H", "O"],
  "xyz": [[0.95, 0.17, -1.53], [0.00, -0.28, -0.48], [-1.07, -1.04, -0.63], [-1.91, -1.34, 0.58], [1.08, -0.56, -2.34], [0.72, 1.17, -1.86], [1.95, 0.39, -1.12], [0.34, -0.22, 0.55], [-1.62, -1.24, -1.53], [-1.63, -2.13, 1.19], [-1.80, -0.57, 1.28], [-2.84, -1.54, 0.22], [-0.37, -0.04, 3.03], [-1.73, -0.02, 3.75], [-1.30, -0.28, 2.93], [3.82, 2.50, -1.84], [2.79, 2.87, -0.80], [2.96, 2.22, -1.49]],
  "lowdin_charge": [-0.0814, -0.1181, -0.0639, 0.1600, 0.1052, 0.0798, 0.0666, 0.1090, 0.1250, 0.1722, 0.1023, 0.1634, 0.0773, 0.0821, -0.0315, 0.0609, 0.0532, -0.0620]
}

***

No. 3
{
  "formula": "C3H12NO2S",
  "method": "ωB97M-V/def2-TZVPD",
  "charge": 1,
  "homo_lumo_gap_ev": 9.77,
  "energy_ha": -724.6625,
  "fmax_ev_per_a": 3.60,
  "e_lumo_ev": -3.16,
  "e_above_lowest_kcal_mol": 19.4,
  "species": ["C", "O", "C", "C", "S", "N", "H", "H", "H", "H", "H", "H", "H", "H", "H", "H", "H", "H", "O"],
  "xyz": [[-0.65, 0.02, -1.41], [0.61, -0.41, -1.87], [-0.52, 0.39, 0.09], [-1.68, 0.56, 1.06], [-2.54, 2.08, 0.52], [0.49, -0.59, 0.71], [-1.07, 0.85, -2.02], [-1.35, -0.86, -1.37], [0.44, -0.51, -2.81], [0.08, 1.33, 0.00], [-2.30, -0.34, 1.08], [-1.29, 0.90, 2.00], [-3.79, 1.57, 0.30], [0.82, -0.28, 1.64], [-0.03, -1.43, 0.93], [1.40, -0.85, 0.19], [4.02, -1.55, 0.47], [3.87, -0.14, -0.07], [3.49, -0.74, 0.58]],
  "lowdin_charge": [-0.2195, -0.0521, -0.3707, -0.4944, 0.7682, 0.1923, 0.1388, 0.1407, 0.1132, 0.1543, 0.1057, 0.0615, -0.1029, 0.1698, 0.1641, 0.1493, 0.0719, 0.0597, -0.0500]
}

***

No. 4
{
  "formula": "C3H12NO2S2",
  "method": "ωB97M-V/def2-TZVPD",
  "charge": 1,
  "homo_lumo_gap_ev": 8.70,
  "energy_ha": -1122.8042,
  "fmax_ev_per_a": 3.84,
  "e_lumo_ev": -3.21,
  "e_above_lowest_kcal_mol": 48.1,
  "species": ["N", "C", "C", "O", "C", "S", "S", "H", "H", "H", "H", "H", "H", "H", "H", "H", "H", "H", "H", "O"],
  "xyz": [[-1.04, -0.41, 0.54], [-0.41, 1.03, 0.44], [-1.10, 1.57, -0.93], [-0.04, 1.46, -1.72], [1.11, 1.15, 0.44], [1.67, 0.41, 2.08], [2.64, -1.24, 1.72], [-1.41, -0.91, -0.39], [-1.83, -0.56, 1.28], [-0.25, -1.09, 0.76], [-0.81, 1.62, 1.31], [-1.50, 2.58, -0.85], [-1.88, 0.89, -1.35], [-0.16, 2.09, -2.38], [1.54, 0.63, -0.52], [1.43, 2.16, 0.39], [3.58, -0.87, 0.78], [-0.20, -3.72, -1.22], [-0.80, -3.71, 0.17], [-0.57, -3.08, -0.54]],
  "lowdin_charge": [0.1433, -0.2941, -0.2294, -0.0439, -0.4401, 0.4020, 0.3023, 0.1882, 0.2128, 0.1033, 0.1511, 0.1307, 0.1298, 0.0940, 0.1355, 0.0767, -0.1341, 0.0962, 0.0652, -0.0892]
}

***

No. 5
{
  "formula": "C3H12NO4S",
  "method": "ωB97M-V/def2-TZVPD",
  "charge": -1,
  "homo_lumo_gap_ev": 6.59,
  "energy_ha": -875.4621,
  "fmax_ev_per_a": 2.38,
  "e_lumo_ev": 3.37,
  "e_above_lowest_kcal_mol": 19.4,
  "species": ["C", "C", "S", "C", "N", "O", "H", "H", "H", "H", "H", "H", "H", "H", "O", "H", "H", "O", "H", "H", "O"],
  "xyz": [[-0.72, -0.29, -1.43], [-2.12, 0.31, -1.23], [-1.92, 2.13, -1.23], [-0.30, -1.41, -0.45], [-1.06, -1.84, 0.62], [0.81, -1.94, -0.45], [0.06, 0.49, -1.30], [-0.60, -0.80, -2.40], [-2.46, -0.12, -0.26], [-2.88, -0.05, -1.94], [-0.70, -2.66, 1.06], [-1.91, -1.37, 0.90], [0.58, -0.10, 2.95], [0.63, 1.30, 3.52], [1.12, 0.47, 3.50], [0.36, 2.57, 0.91], [1.83, 2.22, 1.11], [1.04, 2.49, 1.60], [2.39, 0.18, -2.21], [2.78, -1.18, -1.41], [3.07, -0.39, -1.86]],
  "lowdin_charge": [-0.2443, -0.7657, 0.1461, -0.4881, 0.1327, -0.0307, 0.0576, 0.1186, 0.0198, 0.0387, 0.0905, 0.0697, 0.0191, 0.0134, -0.0813, -0.0034, 0.0425, -0.0853, 0.0150, 0.0117, -0.0764]
}

***

No. 6
{
  "formula": "C3H12NOP2",
  "method": "ωB97M-V/def2-TZVPD",
  "charge": 1,
  "homo_lumo_gap_ev": 8.81,
  "energy_ha": -933.8586,
  "fmax_ev_per_a": 3.87,
  "e_lumo_ev": -3.67,
  "smiles": "[NH3+]CCC(O)(P)P",
  "e_above_lowest_kcal_mol": 34.8,
  "species": ["C", "C", "C", "N", "O", "P", "P", "H", "H", "H", "H", "H", "H", "H", "H", "H", "H", "H", "H"],
  "xyz": [[0.45, -0.52, 0.16], [0.62, -0.04, -1.25], [-0.45, 0.56, 0.90], [0.61, -1.32, -2.14], [-1.59, 0.50, 0.10], [0.20, 2.28, 0.65], [-0.78, -0.08, 2.66], [1.43, -0.69, 0.74], [-0.06, -1.49, 0.14], [1.65, 0.40, -1.37], [-0.11, 0.71, -1.44], [0.36, -2.09, -1.58], [1.54, -1.37, -2.67], [-0.13, -1.23, -2.83], [-2.34, 0.85, 0.55], [-0.04, 2.61, 1.94], [1.41, 1.81, 0.98], [0.52, -0.05, 2.94], [-0.83, 1.11, 3.28]],
  "lowdin_charge": [-0.2511, -0.1595, -1.0206, 0.2198, -0.1751, 0.9256, 0.9012, 0.1439, 0.1032, 0.1441, 0.0786, 0.1225, 0.2071, 0.1630, 0.0878, -0.1248, -0.1090, -0.1206, -0.1361]
}

***

No. 7
{
  "formula": "C3H12NOS",
  "method": "ωB97M-V/def2-TZVPD",
  "charge": 1,
  "homo_lumo_gap_ev": 8.42,
  "energy_ha": -649.3531,
  "fmax_ev_per_a": 4.87,
  "e_lumo_ev": -3.69,
  "e_above_lowest_kcal_mol": 61.2,
  "species": ["C", "C", "C", "S", "N", "H", "H", "H", "H", "H", "H", "H", "H", "H", "H", "H", "H", "O"],
  "xyz": [[0.60, 0.14, -0.73], [-0.44, -0.83, 0.14], [-0.94, -0.32, 1.44], [-1.90, 1.28, 1.67], [0.36, -0.28, -2.20], [1.60, -0.10, -0.69], [0.23, 1.17, -0.84], [-1.24, -1.11, -0.57], [0.17, -1.69, 0.21], [-1.92, -0.85, 1.41], [-0.23, -0.34, 2.35], [-2.46, 1.16, 0.51], [0.39, 0.61, -2.84], [-0.57, -0.58, -2.38], [0.99, -1.09, -2.60], [4.13, -1.69, -0.70], [3.99, -0.28, -1.47], [3.44, -0.97, -1.11]],
  "lowdin_charge": [-0.0602, -0.2108, -0.5319, 0.7084, 0.1224, 0.0427, 0.1228, 0.1114, 0.0979, 0.0554, 0.1188, -0.1867, 0.2053, 0.1100, 0.2203, 0.1521, 0.0297, -0.1076]
}

***

No. 8
{
  "formula": "C3H12NOS",
  "method": "ωB97M-V/def2-TZVPD",
  "charge": 1,
  "homo_lumo_gap_ev": 9.84,
  "energy_ha": -649.4408,
  "fmax_ev_per_a": 0.47,
  "e_lumo_ev": -3.36,
  "e_above_lowest_kcal_mol": 6.2,
  "species": ["C", "C", "C", "S", "N", "H", "H", "H", "H", "H", "H", "H", "H", "H", "H", "H", "H", "O"],
  "xyz": [[-1.48, -1.22, -0.08], [-0.33, -0.32, 0.30], [-0.43, 1.11, -0.16], [0.94, 2.04, 0.55], [-0.18, -0.35, 1.83], [-1.71, -1.10, -1.13], [-2.38, -1.00, 0.51], [-1.22, -2.27, 0.07], [0.62, -0.73, -0.06], [-0.36, 1.09, -1.24], [-1.41, 1.53, 0.11], [0.78, 3.20, -0.09], [-0.92, 0.20, 2.27], [-0.21, -1.32, 2.17], [0.70, 0.09, 2.12], [3.01, 0.31, -2.45], [2.26, -1.01, -2.65], [2.33, -0.25, -2.06]],
  "lowdin_charge": [-0.0300, -0.4331, -0.5152, 0.7760, 0.1926, 0.1017, 0.0982, 0.0960, 0.1326, 0.0944, 0.0958, -0.1077, 0.1755, 0.1723, 0.1214, 0.0480, 0.0434, -0.0618]
}

***

No. 9
{
  "formula": "C3H12NOS",
  "method": "ωB97M-V/def2-TZVPD",
  "charge": 1,
  "homo_lumo_gap_ev": 9.94,
  "energy_ha": -649.4319,
  "fmax_ev_per_a": 1.54,
  "e_lumo_ev": -3.15,
  "e_above_lowest_kcal_mol": 11.7,
  "species": ["C", "C", "C", "S", "N", "H", "H", "H", "H", "H", "H", "H", "H", "H", "H", "H", "H", "O"],
  "xyz": [[0.02, -0.11, -1.12], [1.08, -1.16, -0.76], [2.32, -0.63, -0.04], [1.92, 0.68, 1.17], [-1.07, -0.05, -0.03], [-0.51, -0.47, -1.99], [0.35, 0.93, -1.20], [0.55, -2.04, -0.38], [1.31, -1.54, -1.76], [2.95, -1.36, 0.45], [2.91, -0.20, -0.85], [2.58, 1.69, 0.59], [-1.98, 0.14, -0.47], [-0.97, 0.65, 0.70], [-1.15, -0.96, 0.41], [-4.17, 1.18, 1.53], [-2.94, 2.03, 2.08], [-3.22, 1.21, 1.67]],
  "lowdin_charge": [-0.1560, -0.2558, -0.5034, 0.7399, 0.1669, 0.1290, 0.1192, 0.1198, 0.1226, 0.0734, 0.0868, -0.1223, 0.1536, 0.1094, 0.1581, 0.0512, 0.0516, -0.0442]
}

***

No. 10
{
  "formula": "C3H12NOS2",
  "method": "ωB97M-V/def2-TZVPD",
  "charge": 1,
  "homo_lumo_gap_ev": 9.70,
  "energy_ha": -1047.5979,
  "fmax_ev_per_a": 2.06,
  "e_lumo_ev": -3.62,
  "e_above_lowest_kcal_mol": 31.5,
  "species": ["C", "O", "C", "N", "H", "H", "H", "H", "H", "H", "H", "H", "C", "S", "S", "H", "H", "H", "H"],
  "xyz": [[2.23, 0.19, 0.84], [3.21, -0.63, 1.50], [1.63, -0.47, -0.40], [0.64, 0.46, -0.99], [2.77, 1.07, 0.51], [1.50, 0.56, 1.59], [2.86, -1.48, 1.71], [2.37, -0.57, -1.19], [1.14, -1.42, -0.12], [1.00, 1.41, -1.12], [-0.29, 0.56, -0.43], [0.41, 0.10, -1.91], [-2.92, -0.03, 0.90], [-2.34, 1.27, -0.25], [-3.04, 0.44, -2.00], [-4.02, -0.05, 0.98], [-2.55, 0.12, 1.89], [-2.51, -1.02, 0.65], [-2.08, -0.51, -2.16]],
  "lowdin_charge": [-0.2326, -0.0207, -0.1380, 0.1285, 0.1276, 0.1338, 0.0753, 0.1428, 0.1522, 0.1689, 0.0495, 0.1464, -0.4486, 0.4084, 0.3845, 0.0552, 0.0245, 0.0367, -0.1944]
}

***

No. 11
{
  "formula": "C3H12NS",
  "method": "ωB97M-V/def2-TZVPD",
  "charge": 1,
  "homo_lumo_gap_ev": 9.71,
  "energy_ha": -574.1471,
  "fmax_ev_per_a": 2.73,
  "e_lumo_ev": -3.34,
  "e_above_lowest_kcal_mol": 28.8,
  "species": ["C", "N", "H", "H", "H", "H", "H", "H", "C", "S", "C", "H", "H", "H", "H", "H", "H"],
  "xyz": [[-2.68, 0.26, -0.75], [-1.52, 1.17, -1.06], [-2.62, -0.20, 0.33], [-2.80, -0.65, -1.43], [-3.65, 0.84, -0.85], [-1.64, 2.10, -0.64], [-0.57, 0.64, -0.69], [-1.28, 1.33, -2.12], [0.02, -1.21, 1.12], [1.04, -0.37, -0.12], [2.47, 0.37, 0.87], [-1.04, -1.20, 0.81], [0.44, -2.27, 1.25], [0.15, -0.79, 2.13], [2.89, 0.92, 0.02], [3.10, -0.51, 1.27], [2.20, 1.04, 1.82]],
  "lowdin_charge": [-0.0800, 0.0398, 0.1040, 0.1226, 0.1064, 0.1511, 0.0133, 0.2060, -0.3954, 0.7695, -0.3361, 0.0014, 0.0697, 0.0508, 0.0099, 0.0733, 0.0937]
}

***

No. 12
{
  "formula": "C3H12NS",
  "method": "ωB97M-V/def2-TZVPD",
  "charge": 1,
  "homo_lumo_gap_ev": 10.05,
  "energy_ha": -574.1765,
  "fmax_ev_per_a": 3.11,
  "e_lumo_ev": -3.51,
  "e_above_lowest_kcal_mol": 10.3,
  "species": ["C", "N", "H", "H", "H", "H", "H", "H", "C", "C", "S", "H", "H", "H", "H", "H", "H"],
  "xyz": [[0.71, 0.14, -2.48], [0.15, -1.07, -1.80], [-0.01, 0.96, -2.41], [1.66, 0.28, -1.94], [0.88, -0.11, -3.55], [-0.44, -1.58, -2.47], [-0.45, -0.78, -0.97], [0.89, -1.71, -1.48], [1.19, 1.21, 1.45], [0.34, -0.11, 1.60], [-1.27, 0.05, 0.79], [0.64, 2.06, 1.87], [1.33, 1.34, 0.32], [2.15, 1.10, 1.90], [0.77, -1.05, 1.20], [0.19, -0.21, 2.68], [-1.84, -1.03, 1.44]],
  "lowdin_charge": [-0.0259, 0.0805, 0.1015, 0.1006, 0.1159, 0.1648, 0.0024, 0.1651, -0.1332, -0.5948, 0.7465, 0.0792, 0.0684, 0.0632, 0.0624, 0.0727, -0.0692]
}

***

No. 13
{
  "formula": "C3H12NS",
  "method": "ωB97M-V/def2-TZVPD",
  "charge": 1,
  "homo_lumo_gap_ev": 9.86,
  "energy_ha": -574.1796,
  "fmax_ev_per_a": 1.56,
  "e_lumo_ev": -3.35,
  "e_above_lowest_kcal_mol": 8.4,
  "species": ["C", "N", "H", "H", "H", "H", "H", "H", "C", "S", "C", "H", "H", "H", "H", "H", "H"],
  "xyz": [[-2.28, 1.00, 0.97], [-1.21, 1.27, -0.05], [-2.52, -0.06, 0.96], [-1.81, 1.13, 1.94], [-3.16, 1.57, 0.75], [-1.58, 1.12, -0.99], [-0.44, 0.51, 0.13], [-0.95, 2.25, -0.02], [2.36, 0.20, -0.29], [1.06, -0.70, 0.64], [0.74, -2.08, -0.48], [3.29, -0.18, 0.11], [2.12, 1.26, -0.31], [2.37, -0.11, -1.33], [-0.17, -2.58, -0.16], [0.63, -1.81, -1.52], [1.55, -2.79, -0.36]],
  "lowdin_charge": [-0.0266, 0.0703, 0.0965, 0.1022, 0.0989, 0.1600, 0.0044, 0.1559, -0.3416, 0.8032, -0.3711, 0.0432, 0.0327, 0.0439, 0.0413, 0.0473, 0.0396]
}